Formula: C43H59HfIN2P2SSi
Source: OMol25
Level of theory: ωB97M-V with the def2-TZVPD basis set

Output
Energy relative to the best compared isomer or geometry (same formula, charge and spin): 15.4 kJ/mol
HOMO level: -13.12 eV
Orbital gap: 6.85 eV
Spin multiplicity: 1
Total charge: +2

Last column: Mulliken charge in e.
Cartesian coordinates (Å):
Hf: 1.4612 -0.6071 -0.4844  -0.17
C: 2.7414 2.7423 1.4161  -1.40
Si: 1.3875 1.4915 1.1412  1.53
C: 0.9071 0.7719 2.8140  0.54
C: 1.3055 1.4616 3.9673  -0.45
C: 0.8863 1.0718 5.2317  -0.88
C: 0.0373 -0.0180 5.3669  -1.24
C: -0.3510 -0.7300 4.2437  -0.72
C: 0.1006 -0.3704 2.9695  0.51
P: -0.4494 -1.3301 1.5204  -0.72
C: -2.2686 -1.1282 1.3956  1.35
C: -2.7256 0.3338 1.5129  -0.53
C: -4.1828 0.4708 1.0211  -0.34
C: -4.9992 -0.8101 1.2694  -0.80
C: -4.5080 -1.5062 2.5332  -1.10
C: -3.0612 -2.0197 2.3724  -0.70
C: -0.1341 -3.1198 1.7217  0.93
C: -0.4199 -3.8530 3.0500  -1.62
C: 0.7559 -3.8963 4.0297  -0.51
C: 2.0467 -4.4373 3.3724  -1.07
C: 1.8890 -4.6578 1.8706  -0.91
C: 1.2921 -3.4078 1.2187  -0.90
C: -0.1249 2.4373 0.5237  0.66
C: -0.7947 3.2432 1.4560  -0.72
C: -1.9422 3.9417 1.1213  -0.96
C: -2.4607 3.8337 -0.1670  -1.56
C: -1.8074 3.0573 -1.1075  -0.25
C: -0.6341 2.3648 -0.7789  0.37
P: 0.2193 1.3812 -2.0604  0.88
C: 0.8367 2.4683 -3.4431  0.33
C: 0.2398 3.8866 -3.4875  -1.57
C: 0.8452 4.8541 -2.4675  -0.08
C: 2.3657 4.8984 -2.5933  -1.37
C: 2.9406 3.4891 -2.4759  0.42
C: 2.3677 2.5630 -3.5519  -1.04
C: -1.0198 0.3525 -2.9488  0.68
C: -1.7861 -0.5447 -1.9926  0.62
C: -2.7528 -1.4382 -2.7668  -1.31
C: -3.8200 -0.5882 -3.4997  -0.93
C: -3.4393 0.8955 -3.5776  -0.77
C: -1.9656 1.0867 -3.9401  -0.73
H: 2.3749 3.5850 2.0156  0.45
H: 3.6036 2.3063 1.9311  0.34
H: 3.0822 3.1521 0.4635  0.46
H: 1.9420 2.3369 3.8778  0.35
H: 1.2082 1.6268 6.1066  0.46
H: -0.3169 -0.3215 6.3453  0.47
H: -1.0058 -1.5796 4.3742  0.64
H: -2.4896 -1.4665 0.3804  0.17
H: -2.6470 0.6352 2.5620  0.91
H: -2.0770 1.0030 0.9618  -0.82
H: -4.6493 1.3130 1.5360  0.57
H: -4.1964 0.7179 -0.0435  -0.25
H: -6.0580 -0.5690 1.3597  0.55
H: -4.9127 -1.4938 0.4166  0.18
H: -4.5581 -0.8023 3.3688  0.40
H: -5.1545 -2.3434 2.7955  0.52
H: -3.0727 -3.0456 1.9973  0.45
H: -2.5945 -2.0453 3.3561  -0.14
H: -0.8312 -3.5165 0.9766  0.83
H: -1.3181 -3.4714 3.5303  0.46
H: -0.6664 -4.8812 2.7736  0.67
H: 0.9455 -2.9129 4.4489  0.07
H: 0.4657 -4.5312 4.8661  0.61
H: 2.8619 -3.7250 3.5261  0.34
H: 2.3616 -5.3677 3.8446  0.36
H: 2.8601 -4.9007 1.4440  0.42
H: 1.2372 -5.5094 1.6571  0.40
H: 1.9687 -2.5639 1.4768  0.15
H: 1.2536 -3.4997 0.1301  0.65
H: -0.4218 3.3061 2.4756  0.46
H: -2.4381 4.5607 1.8600  0.43
H: -3.3675 4.3610 -0.4404  0.47
H: -2.2239 2.9911 -2.1031  0.49
H: 0.4726 1.9020 -4.3029  0.90
H: 0.4678 4.2578 -4.4922  0.79
H: -0.8461 3.8754 -3.4137  0.38
H: 0.4211 5.8468 -2.6221  0.47
H: 0.5776 4.5531 -1.4514  -0.13
H: 2.6454 5.3116 -3.5679  0.38
H: 2.7932 5.5553 -1.8341  0.51
H: 4.0320 3.5230 -2.5390  0.39
H: 2.6698 3.1011 -1.4827  -0.87
H: 2.6009 2.9878 -4.5344  0.57
H: 2.8157 1.5689 -3.5346  0.20
H: -0.3743 -0.3102 -3.5315  0.37
H: -1.0879 -1.1748 -1.4361  0.05
H: -2.3218 0.0582 -1.2643  -0.86
H: -2.1780 -2.0361 -3.4807  0.41
H: -3.2356 -2.1502 -2.0921  0.36
H: -3.9635 -0.9774 -4.5094  0.40
H: -4.7833 -0.6829 -2.9955  0.40
H: -4.0564 1.3921 -4.3272  0.56
H: -3.6593 1.3891 -2.6262  0.03
H: -1.7987 0.6817 -4.9405  0.41
H: -1.7324 2.1496 -4.0165  0.29
I: 4.3106 0.7826 -1.3539  0.35
C: 4.7094 -1.2126 -1.0118  0.55
C: 5.9711 -1.7435 -1.1786  -0.75
C: 6.0999 -3.1190 -1.0727  -0.40
C: 4.9670 -3.8848 -0.8544  -1.07
C: 3.7536 -3.2547 -0.6937  -0.46
N: 3.6163 -1.9178 -0.7293  -0.26
H: 6.8141 -1.1076 -1.4040  0.51
H: 7.0695 -3.5861 -1.1943  0.43
H: 5.0150 -4.9645 -0.8197  0.51
H: 2.8548 -3.8252 -0.5702  0.90
S: 2.3513 -1.5299 -4.7012  -0.27
C: 1.6870 -1.6794 -3.2909  0.55
N: 1.1777 -1.7621 -2.1978  -0.60

Forces on atoms 1 to 3 (eV/Å):
Hf 0.718 -1.245 -0.711
C 0.205 0.226 0.194
Si 0.004 0.328 -0.101

---

Formula: C43H61AsBrFeN8O2PSi3Te
Source: OMol25
Level of theory: ωB97M-V with the def2-TZVPD basis set

Output
HOMO level (alpha / beta): -10.52 / -10.52 eV
Orbital gap (alpha / beta): 4.99 / 4.99 eV
Spin multiplicity: 1
Total charge: +2

Last column: Mulliken charge in e.
Cartesian coordinates (Å):
Fe: -1.2519 0.5702 0.2253  -0.23
C: -3.9746 3.2587 4.1115  -0.87
N: -2.9051 2.9630 3.1607  0.23
C: -1.8262 3.7595 2.9077  -1.19
C: -1.0829 3.1114 1.9648  -0.62
N: -1.6972 1.9391 1.6318  1.56
C: -2.7962 1.8662 2.3747  -0.11
P: -4.1041 0.6124 2.2080  -0.57
C: -4.2788 0.8016 0.4062  -0.18
N: -3.2840 0.8397 -0.4782  0.81
C: -3.8798 0.9866 -1.7035  -0.59
C: -5.2338 1.0393 -1.5512  -1.18
N: -5.4753 0.9223 -0.2140  0.13
C: -6.7943 0.9309 0.4137  -0.81
C: -3.0434 -0.8502 2.0984  -0.33
N: -2.0087 -0.9341 1.2786  1.33
C: -1.5595 -2.2227 1.3389  -1.04
C: -2.3450 -2.9246 2.2056  -1.25
N: -3.2776 -2.0482 2.6797  0.35
C: -4.3427 -2.3748 3.6241  -0.91
H: -3.6571 4.0864 4.7386  0.35
H: -4.1642 2.3927 4.7406  0.36
H: -4.8862 3.5395 3.5877  0.32
H: -1.6676 4.6910 3.4231  0.53
H: -0.1296 3.3988 1.5609  0.18
H: -3.3297 1.0433 -2.6257  0.59
H: -6.0259 1.1431 -2.2721  0.50
H: -7.5438 0.9867 -0.3698  0.33
H: -6.9008 1.7947 1.0663  0.32
H: -6.9508 0.0184 0.9841  0.32
H: -0.7014 -2.5552 0.7802  0.94
H: -2.3116 -3.9518 2.5257  0.54
H: -4.0128 -3.1992 4.2497  0.35
H: -5.2477 -2.6658 3.0941  0.32
H: -4.5467 -1.5151 4.2565  0.38
C: -0.6058 3.2872 -1.5074  -1.60
O: -0.6966 1.8589 -1.4310  0.90
C: -0.9101 1.2107 -2.6344  -0.24
C: -1.0772 1.8504 -3.8478  -0.04
C: -1.3983 1.0804 -4.9634  -0.90
Br: -1.6748 1.9546 -6.6095  -0.13
C: -1.5331 -0.2882 -4.8830  -0.55
C: -1.3086 -0.9314 -3.6659  1.69
C: -1.0028 -0.1648 -2.5591  -0.31
O: -0.8428 -0.7220 -1.2963  -0.11
C: -1.4600 -2.3884 -3.5687  -0.35
N: -2.3551 -3.0726 -4.2101  -0.80
C: -2.1331 -4.3945 -3.8429  0.42
C: -2.7954 -5.5528 -4.2476  -0.86
C: -2.3416 -6.7546 -3.7453  -0.52
C: -1.2538 -6.8160 -2.8585  -0.54
C: -0.5946 -5.6774 -2.4395  -1.03
C: -1.0628 -4.4698 -2.9454  0.74
N: -0.6684 -3.1549 -2.7331  0.47
H: 0.2069 3.5702 -2.1765  0.45
H: -0.3931 3.6438 -0.5066  0.08
H: -1.5496 3.7075 -1.8551  0.42
H: -1.0006 2.9218 -3.9491  0.74
H: -1.7931 -0.8824 -5.7473  0.61
H: -1.3298 -1.5607 -1.2499  0.05
H: -3.6240 -5.5000 -4.9403  0.47
H: -2.8230 -7.6751 -4.0463  0.40
H: -0.9222 -7.7816 -2.5010  0.42
H: 0.2499 -5.7299 -1.7645  0.46
H: 0.2661 -2.8772 -2.4676  -0.14
C: 3.1511 0.8302 -4.6595  -1.55
Te: 2.4690 -0.9374 -3.5712  0.01
C: 2.3266 1.6233 -0.8147  2.76
C: 4.3176 1.6151 -2.5544  1.88
C: 5.5633 2.1166 -1.9729  -0.73
C: 6.6456 2.4248 -2.7204  -0.95
C: 6.5666 2.2911 -4.1288  -0.45
C: 5.4262 1.8380 -4.7591  -1.09
C: 4.3052 1.4792 -4.0229  0.63
H: 2.3001 1.5214 -4.6619  0.43
H: 3.3789 0.5709 -5.6899  0.58
H: 2.1741 0.5779 -1.1033  -0.38
H: 1.3159 2.0387 -0.8180  -2.27
H: 5.5866 2.2569 -0.8975  0.21
H: 7.5565 2.7899 -2.2674  0.47
H: 7.4349 2.5388 -4.7273  0.42
H: 5.4133 1.7137 -5.8339  0.46
C: 1.2839 -3.1911 2.7320  -1.04
Si: 2.2275 -1.9477 1.6719  0.28
C: 2.1398 -2.4256 -0.1273  -0.68
C: 4.0046 -2.0453 2.2417  -1.19
As: 1.0874 0.1723 1.8393  0.60
Si: 0.9732 0.4309 4.2055  0.30
C: -0.6995 -0.2545 4.7189  -0.49
C: 2.3205 -0.5274 5.0704  -1.12
C: 1.0835 2.2145 4.7566  -1.08
Si: 2.7331 1.7053 1.0181  0.08
C: 4.4773 1.2357 1.5223  -1.17
C: 3.0584 2.3242 -1.9624  -1.00
C: 2.4729 3.4796 1.6011  -1.40
H: 1.9902 -3.9389 3.1003  0.53
H: 0.5271 -3.7240 2.1592  0.41
H: 0.7990 -2.7436 3.6002  0.17
H: 2.3859 -3.4857 -0.2423  0.53
H: 2.8464 -1.8628 -0.7399  0.18
H: 1.1507 -2.2488 -0.5609  -0.23
H: 4.2563 -3.1099 2.1926  0.42
H: 4.1639 -1.7238 3.2682  0.31
H: 4.7079 -1.5207 1.5980  0.40
H: -0.8266 -1.2955 4.4126  0.13
H: -1.5123 0.3337 4.2828  -0.09
H: -0.7959 -0.2087 5.8069  0.60
H: 2.2497 -1.6032 4.9078  0.28
H: 2.2225 -0.3490 6.1454  0.41
H: 3.3168 -0.1955 4.7752  0.31
H: 0.4968 2.8926 4.1387  0.13
H: 2.1181 2.5639 4.7670  0.38
H: 0.7094 2.2805 5.7820  0.46
H: 4.8814 0.4164 0.9272  0.29
H: 4.5176 0.9354 2.5719  0.25
H: 5.1377 2.1003 1.4184  0.51
H: 4.1834 0.5160 -2.2803  -0.03
H: 3.3548 3.3385 -1.6813  0.56
H: 2.3499 2.4293 -2.7838  0.27
H: 2.0672 3.5741 2.6078  0.31
H: 1.8308 4.0394 0.9147  0.49
H: 3.4416 3.9849 1.5969  0.45

Forces on atoms 1 to 3 (eV/Å):
Fe -0.820 0.069 0.078
C -0.004 0.007 -0.014
N 0.069 -0.015 0.049

---

Number 1: total energy -3499.1227 hartree, molecular weight 1031.45 g mol⁻¹. Number 2: total energy -9814.6633 hartree, molecular weight 1175.52 g mol⁻¹.